Here is a molecular structure, C3H5F2N from OMol25. Energies are from wB97M-V/def2-TZVPD.

Geometry (Å):
1 C -0.432 0.285 -0.241
2 C -0.083 1.335 0.736
3 C 0.702 -1.321 -0.188
4 N -1.365 0.321 -1.043
5 F 1.128 1.107 1.337
6 F -0.014 -2.237 -0.886
7 H -0.839 1.362 1.529
8 H -0.030 2.312 0.243
9 H 0.813 -1.605 0.853
10 H 1.621 -1.065 -0.707
11 H -1.500 -0.495 -1.633

- spin multiplicity = 3
- E_tot (eV) = -10110.610
- highest occupied orbital energy (alpha / beta) (eV) = -4.948 / -10.812

---

Here is a single C3H5F2NO3S molecule from OMol25. Energies are from wB97M-V/def2-TZVPD.

Geometry (Å):
1 C -1.114 -0.883 -1.745
2 C 0.194 -1.097 -0.966
3 O 0.587 -2.165 -0.560
4 C 0.848 0.102 -0.322
5 F 2.061 -0.071 0.178
6 F 0.951 1.320 -0.874
7 S -0.210 0.364 1.238
8 N 0.661 1.344 2.091
9 O -1.367 0.986 0.728
10 O -0.258 -0.862 1.931
11 H -1.408 0.181 -1.636
12 H -2.075 -1.381 -1.439
13 H -0.962 -1.141 -2.907
14 H 0.560 2.229 1.875
15 H 1.529 1.074 2.407

- spin multiplicity = 1
- E_tot (eV) = -27092.825
- highest occupied orbital energy (eV) = -10.431
- structure (SMILES) = CC(=O)C(F)(F)S(N)(=O)=O

---

Here is a molecular structure, C3H5F2OP from OMol25. Energies are from wB97M-V/def2-TZVPD.

Geometry (Å):
1 C -0.323 -0.721 -0.460
2 C -0.098 0.762 -0.125
3 C 1.535 -1.308 -0.538
4 O 1.141 1.244 -0.634
5 F 1.636 -1.664 -1.924
6 F 1.628 -2.411 0.120
7 P 2.449 0.294 -0.188
8 H -0.805 -1.334 0.262
9 H -0.794 -0.951 -1.416
10 H -0.807 1.466 -0.661
11 H -0.046 0.737 1.049
12 H 2.120 0.194 1.306

- spin multiplicity = 1
- E_tot (eV) = -19961.326
- highest occupied orbital energy (eV) = -9.733

---

Here is 2 unconnected molecules or ions with the total composition C3H5F2P from OMol25. Energies are from wB97M-V/def2-TZVPD.

Geometry (Å):
1 H -2.675 1.836 -0.316
2 P -2.390 0.444 -0.529
3 C -0.772 0.600 0.152
4 F -0.472 1.817 0.702
5 C 0.381 -0.213 0.281
6 C 0.270 -1.508 -0.091
7 H 1.328 0.162 0.484
8 H 1.027 -2.310 0.031
9 H -0.656 -1.843 -0.319
10 F 2.087 2.115 -0.336
11 H 1.771 2.762 0.403

- spin multiplicity = 1
- E_tot (eV) = -17913.021
- highest occupied orbital energy (eV) = -8.502
- structure (SMILES) = [H]/P=C(\F)C=C.F